The following is a DFT calculation (ωB97M-V/def2-TZVPD) of 16 unconnected molecules or ions with the total composition H32O16.

Last column: Mulliken charge in e.
Cartesian coordinates (Å):
O (-0.120, 2.183, -0.933)  -0.698
H (-0.551, 2.599, -1.716)  0.409
H (-0.670, 1.350, -0.774)  0.258
O (1.912, -0.099, 2.868)  -0.724
H (1.958, -0.880, 2.469)  0.515
H (1.972, -0.321, 3.941)  0.347
O (3.361, 0.994, 0.751)  -0.598
H (3.111, 0.762, 1.628)  0.332
H (2.574, 1.618, 0.443)  0.283
O (2.214, 1.907, -2.013)  -0.573
H (2.012, 2.267, -2.803)  0.233
H (1.562, 2.199, -1.401)  0.374
O (0.623, -3.170, -0.552)  -0.765
H (1.203, -2.509, -1.099)  0.438
H (-0.311, -3.005, -0.601)  0.374
O (-3.472, 2.738, -2.830)  -0.678
H (-3.423, 1.953, -2.175)  0.336
H (-4.385, 3.006, -2.810)  0.315
O (-5.711, 1.874, 0.086)  -0.662
H (-5.356, 1.244, -0.677)  0.305
H (-5.178, 1.563, 0.935)  0.352
O (5.046, -1.711, -0.204)  -0.648
H (5.816, -1.601, -0.808)  0.288
H (4.832, -0.877, 0.310)  0.337
O (1.365, -3.581, 3.751)  -0.625
H (1.584, -4.496, 3.804)  0.283
H (1.305, -3.448, 2.850)  0.279
O (-3.526, 1.722, 2.186)  -0.627
H (-2.543, 1.256, 2.043)  0.334
H (-3.730, 1.799, 3.045)  0.277
O (2.404, -1.439, -1.655)  -0.632
H (2.631, -1.101, -2.516)  0.250
H (2.846, -1.112, -0.901)  0.304
O (-1.591, -1.956, -0.039)  -0.834
H (-0.999, -1.385, 0.496)  0.560
H (-2.285, -2.232, 0.502)  0.296
O (-0.994, 3.794, -2.759)  -0.730
H (-1.003, 4.464, -2.076)  0.328
H (-1.899, 3.535, -3.032)  0.403
O (2.050, -2.401, 1.467)  -0.793
H (1.466, -2.836, 0.766)  0.512
H (2.958, -2.511, 1.000)  0.300
O (-3.446, -0.451, -1.583)  -0.619
H (-2.746, -0.638, -0.884)  0.373
H (-2.987, -1.002, -2.239)  0.312
O (-0.185, -0.274, 1.327)  -0.624
H (0.042, -0.190, 2.278)  0.445
H (0.754, -0.505, 1.062)  0.081

Properties
**HOMO energy**: -10.619 eV
**Kohn-Sham gap**: 10.53 eV
**Charge**: 0
**E**: -33278.4200 eV

The following is a DFT calculation (ωB97M-V/def2-TZVPD) of a molecular structure, C19H26N4O4S.

Last column: Mulliken charge in e.
Cartesian coordinates (Å):
C (1.217, 3.211, 2.276)  -1.262
N (2.084, 3.349, 0.965)  0.022
C (2.611, 2.327, 0.348)  0.732
C (2.868, 2.170, -1.006)  -0.849
C (3.313, 0.868, -1.717)  -1.199
C (3.400, -0.205, -0.776)  1.134
C (3.069, -0.201, 0.699)  -1.965
C (2.647, 1.088, 1.001)  0.210
H (2.380, 1.071, 2.079)  0.291
H (3.329, -1.011, 1.121)  1.146
C (3.631, -1.252, -1.468)  -1.224
N (2.284, -2.022, -1.594)  -0.329
C (2.051, -3.100, -0.562)  0.062
O (2.806, -3.633, 0.107)  -0.457
C (0.649, -2.679, -0.085)  -0.031
C (-0.030, -1.456, 0.203)  0.242
C (-1.052, -1.716, 0.947)  -1.038
C (-1.167, -2.914, 1.413)  0.085
N (0.036, -3.410, 0.763)  0.095
C (0.203, -4.860, 1.162)  -0.986
H (1.266, -5.047, 0.914)  0.332
H (-0.261, -5.118, 2.174)  0.272
H (-0.237, -5.412, 0.329)  0.364
H (-1.909, -3.278, 2.151)  0.490
S (-2.142, -0.043, 1.095)  0.789
O (-1.250, 0.952, 1.650)  -0.496
O (-3.094, -0.843, 2.302)  -0.762
N (-2.848, 0.277, -0.175)  0.511
C (-3.552, 1.405, -0.089)  -0.746
H (-2.658, 2.116, 0.134)  0.292
C (-3.980, 1.784, -1.670)  -0.920
H (-4.539, 2.606, -1.817)  0.474
O (-4.903, 0.730, -1.960)  -0.466
C (-4.402, -0.728, -1.924)  -0.562
H (-5.211, -1.359, -2.168)  0.346
C (-3.815, -0.697, -0.457)  -0.347
H (-3.331, -1.863, -0.637)  0.141
H (-4.689, -0.883, 0.492)  0.340
H (-3.568, -0.652, -2.602)  0.302
H (-3.260, 1.783, -2.227)  0.544
H (-4.222, 1.452, 0.675)  0.532
H (0.227, -0.434, -0.130)  0.347
H (1.555, -1.563, -1.814)  0.422
H (3.997, -1.484, -2.487)  0.417
H (4.271, -2.023, -0.995)  0.366
H (3.672, 0.980, -2.634)  0.589
H (2.772, 2.964, -1.560)  0.590
C (1.813, 4.391, 0.218)  -1.026
H (2.613, 4.916, -0.463)  0.337
H (0.736, 4.466, -0.495)  0.243
H (1.443, 5.409, 0.794)  0.268
H (1.851, 3.025, 2.979)  0.473
H (0.597, 2.485, 2.007)  0.377
H (0.728, 4.064, 2.511)  0.490

Properties
**HOMO energy**: -7.489 eV
**Kohn-Sham gap**: 7.98 eV
**Charge**: 0
**E**: -45090.6258 eV